1.
ORCA calculation (ωB97M-V/def2-TZVPD) on 7 unconnected molecules or ions with the total composition C40H57BBrClF10N6O23PS in a non-equilibrium geometry.

Summary:
Multiplicity: 1
Energy: -8414.6935 Eh
Highest occupied orbital energy: -10.036 eV
Lowest unoccupied orbital energy: -0.1241 Eh
Strongest force on any atom: 1.8 eV Å⁻¹
Gap between HOMO and LUMO: 6.7 eV
Charge: +1

```
141
Properties=species:S:1:pos:R:3:mulliken_charge:R:1
Br -4.95670 1.01426 -0.91106 0.12
Cl -7.86581 -2.69914 1.50294 -0.19
S -3.37764 -3.35125 1.45584 1.60
P -0.71157 -2.95538 -0.99374 -0.24
F 1.00051 4.96628 0.93615 -0.29
F 3.96588 11.52220 1.29905 -0.28
F -2.46093 0.97218 -5.82147 -0.33
F -2.19101 -0.52447 7.99813 -0.28
F 0.29962 4.57207 -6.67176 -0.26
F 6.96114 3.72406 1.39494 -0.23
F 3.75266 -5.75769 -1.45440 -0.30
F -2.28760 -4.33805 1.01049 -0.16
F -0.88573 -0.13143 -4.85282 -0.31
F -1.37273 1.88005 -4.18717 -0.27
O -4.52248 -3.50740 0.62813 -0.62
O 3.20195 5.49730 1.00891 -0.30
O 0.50199 -0.35453 0.04803 -0.41
O 6.63282 1.11345 -0.82154 -0.35
O 0.63597 1.68027 -8.51581 -0.35
O 2.57119 8.54254 2.31456 -0.28
O 2.36855 2.24366 -9.84249 -0.48
O -0.35198 -5.38698 -3.12889 -0.53
O 0.35505 -3.19420 0.21762 0.06
O 4.50846 0.49986 -0.39543 -0.47
O 5.34187 5.71879 0.31659 -0.53
O -3.53115 -3.47230 2.86280 -0.67
O 0.66962 8.55009 1.12040 -0.56
O -0.50212 2.01965 6.40306 -0.37
O -0.14967 1.07155 4.39380 -0.39
O -1.07984 -0.10299 6.07548 -0.22
O 2.05265 10.33389 1.10355 -0.31
O 5.51723 2.08422 0.83671 -0.24
O 0.80382 -7.20029 -2.49796 -0.34
O -1.39763 1.03768 0.23737 -0.91
O 3.66399 5.53766 -1.17062 -0.36
O 1.44361 3.75815 -8.44256 -0.31
O 1.68075 -5.18577 -2.16099 -0.26
N 0.28222 -2.25078 -2.15186 -0.20
N 1.71315 -4.41448 3.62865 0.35
N -2.26633 -3.04239 -3.53293 0.07
N -4.56565 -3.51827 -3.76176 -0.67
N -3.80831 -0.29464 -0.29787 0.15
N -3.36645 -4.41241 -1.91640 -0.17
C 2.26775 5.24964 -1.06009 -0.10
C -1.89906 0.72369 -4.62024 0.72
C 3.09676 10.74329 1.97640 0.29
C -1.84927 -1.49124 -0.25195 0.94
C 2.44389 -6.08644 -1.36270 0.50
C 0.62044 -5.87617 -2.65500 0.53
C 1.79435 1.68310 0.59193 -0.97
C 2.13183 -7.42044 -2.00563 -0.57
C -3.91215 -2.00934 -1.93036 -1.41
C 1.96508 5.71901 0.34728 0.72
C 1.66521 9.09118 1.47813 0.73
C 7.47563 2.17026 -0.33149 -0.42
C 3.27786 -5.59013 2.60526 -0.79
C -6.82853 -1.28983 1.19423 -0.04
C -1.10688 0.09307 7.48434 0.30
C 1.57002 2.52620 -9.02212 0.60
C -0.04140 2.34415 -7.44789 0.00
C 1.32814 0.71157 -0.47781 -0.46
C 1.40463 -5.72391 3.80102 -0.35
C -2.61114 -1.72645 1.10775 2.68
C -2.25424 -0.04616 -2.29869 -0.79
C -3.75022 -0.68904 0.92206 0.00
C -0.41517 -3.15355 3.37706 -0.23
C -0.53811 1.01251 5.51457 0.53
C 6.88300 2.43088 1.03872 0.28
C 2.35091 -6.48375 3.18842 -0.74
C 5.46506 1.16446 -0.15738 0.64
C -1.19308 1.60209 7.58974 -0.52
C -2.87804 -1.02091 -1.30016 1.06
C -4.64570 -0.16850 1.97964 -1.36
C 3.70625 9.41736 2.38620 -0.38
C -1.90968 -1.20964 2.40853 -3.62
C 4.18960 5.59395 0.07934 0.71
C -5.81531 -1.14197 2.31424 -0.98
C -2.91820 0.15055 -3.66826 -0.55
C 2.85156 -4.33382 2.88981 -0.41
C -0.54241 -1.73393 2.82623 -0.69
C 0.94599 -3.27508 4.11069 -1.21
C -3.47612 -3.24288 -2.76370 -0.99
C 0.19602 3.80104 -7.78393 0.30
B -0.84329 -0.22134 0.01006 0.05
H -0.54802 4.24239 -8.44891 0.26
H -5.09145 0.77667 1.68306 0.68
H 2.12906 -5.99765 -0.32050 0.22
H -5.45831 -2.09796 2.67406 0.43
H -3.03131 -5.16641 -2.50843 0.35
H -3.26615 -0.76333 -4.13172 0.04
H -1.21059 -3.41767 4.06814 0.56
H 2.10703 4.17509 -1.16054 -0.08
H 1.55569 -2.40456 3.88050 0.45
H -3.71034 0.89510 -3.62876 0.45
H -2.45378 -3.06400 -4.52453 0.34
H 4.12723 9.41895 3.38663 0.28
H 2.14990 -8.25365 -1.30992 0.32
H -4.54573 -1.40546 -2.57882 0.67
H 0.80518 -3.38410 5.18286 0.21
H 3.29664 -3.39652 2.60215 0.47
H -7.50521 -0.44020 1.16558 0.44
H -6.32228 -0.67420 3.15832 0.66
H 1.26120 -3.18793 -0.11735 0.11
H 8.51379 1.85445 -0.30797 0.28
H -1.57231 -3.74908 -3.30938 -0.06
H 2.38041 -7.55888 3.16496 0.46
H -4.60888 -2.75359 -4.43393 0.34
H -0.20823 -0.34430 7.92130 0.31
H -4.11496 -0.00903 2.91194 0.22
H -4.58783 -2.34546 -1.15226 0.49
H 2.73690 2.11048 0.26011 -0.01
H 7.37005 3.04499 -0.97353 0.29
H 4.46268 9.09262 1.67079 0.25
H 0.42661 2.08008 -6.49777 0.13
H -4.29788 -4.67505 -1.61292 0.33
H -0.71450 2.00714 8.47566 0.29
H 1.10040 2.51751 0.69319 0.29
H -0.21802 -1.03415 3.59694 0.67
H 0.76948 1.26332 -1.23449 0.25
H -6.37204 -1.40173 0.21395 -0.16
H 4.16783 -5.84471 2.05459 0.54
H 1.69562 6.76905 0.43014 -0.17
H -1.83054 -0.12376 2.36370 0.81
H 2.66757 11.32106 2.79612 0.30
H -2.58754 -1.36886 3.24601 1.43
H -1.09010 2.07068 -7.42615 0.10
H 1.05792 -1.66948 -1.86417 0.09
H -5.46267 -3.49695 -3.28298 0.36
H 2.80216 -7.62359 -2.84151 0.29
H -0.94679 1.49286 0.95854 0.26
H -2.22864 1.94015 7.54469 0.29
H 1.70366 5.77634 -1.82444 0.36
H 7.28904 1.81017 1.83941 0.22
H -0.15386 -1.96889 -3.01615 0.25
H 1.93339 1.18981 1.55007 0.26
H -2.19858 0.93819 -1.84088 0.93
H 2.19777 0.23479 -0.91998 0.58
H 0.19353 -1.63210 2.04202 -0.22
H -1.24246 -0.38823 -2.50307 -0.47
H -0.33627 -3.84725 2.55057 0.21
H 0.53921 -6.07170 4.33715 0.43
```

2.
ORCA calculation (ωB97M-V/def2-TZVPD) on 2 unconnected molecules or ions with the total composition C5H14 in a non-equilibrium geometry.

Summary:
Multiplicity: 1
Energy: -198.8486 Eh
Highest occupied orbital energy: -11.248 eV
Lowest unoccupied orbital energy: 0.0407 Eh
Strongest force on any atom: 2.8 eV Å⁻¹
Gap between HOMO and LUMO: 12.4 eV

```
19
Properties=species:S:1:pos:R:3:mulliken_charge:R:1
C 1.17662 1.41601 -1.01420 -0.64
C 1.79386 2.80878 -0.83175 -0.92
C -1.24425 -1.70334 1.31280 -0.29
C -2.23834 -1.07631 0.31759 -0.95
C 0.18593 -1.78446 0.63174 -0.99
H 2.81996 2.68982 -0.55226 0.30
H 0.19634 1.20153 -0.56464 0.16
H 1.81428 0.66408 -0.58470 0.23
H 0.38992 -1.39035 -0.36223 0.28
H 0.42034 -2.84830 0.71827 0.35
H -1.20243 -1.05923 2.17324 0.28
H 1.15224 3.50746 -0.27023 0.28
H -1.46327 -2.73675 1.48495 0.32
H -1.69755 -0.44328 -0.39082 0.19
H -2.74763 -1.90873 -0.17699 0.27
H -3.06309 -0.41566 0.65518 0.32
H 1.85339 3.27149 -1.82964 0.25
H 0.86050 1.21609 -2.04156 0.33
H 0.99317 -1.40886 1.32526 0.24
```

3.
ORCA calculation (ωB97M-V/def2-TZVPD) on a molecular structure, C9H10CdCl2O4Se.

Summary:
Multiplicity: 1
Energy: -4139.5080 Eh
Highest occupied orbital energy: 0.258 eV
Lowest unoccupied orbital energy: 0.1689 Eh
Strongest force on any atom: 0.8 eV Å⁻¹
Gap between HOMO and LUMO: 4.3 eV
Charge: -2

```
27
Properties=species:S:1:pos:R:3:mulliken_charge:R:1
Cd -0.21224 -0.05321 -0.50281 0.85
Se -1.80202 1.44843 -1.65651 -1.14
Cl 1.55628 1.21480 1.90199 -0.16
Cl -1.31953 1.03237 2.44889 -0.14
O 0.69795 -2.27585 2.67791 -0.90
O -0.37787 -1.95893 0.71471 -0.79
O -0.12188 -5.28816 2.60254 -0.56
O 1.82716 -0.60296 -1.05701 -0.68
C 2.29883 -4.87806 -0.74665 -0.81
C 1.67414 -3.77381 -0.17779 -0.48
C 2.11684 -6.13225 -0.18205 -0.38
C 0.33514 -2.59292 1.53724 0.51
C 0.87908 -3.89186 0.95811 0.03
C 0.69800 -5.15682 1.50420 1.22
C 2.17359 -0.32711 -2.36509 -0.69
C 1.30844 -6.27041 0.93966 -0.79
C 0.30617 0.66179 3.04094 -0.06
H 3.27459 -0.30667 -2.49522 0.21
H 1.79902 -1.08006 -3.09019 0.25
H 0.40328 -0.42202 3.11912 0.08
H 2.59722 -7.00623 -0.60749 0.34
H 1.78751 0.64233 -2.72670 0.21
H 0.45643 1.18516 3.97888 0.32
H 1.79341 -2.77752 -0.60171 0.74
H -0.10630 -6.21186 2.86680 0.27
H 2.91628 -4.75448 -1.62720 0.38
H 1.14884 -7.25014 1.38401 0.19
```

4.
ORCA calculation (ωB97M-V/def2-TZVPD) on 2 unconnected molecules or ions with the total composition H3N4O2 in a non-equilibrium geometry.

Summary:
Multiplicity: 3
Energy: -371.0914 Eh
Expectation value of S²: 2.05
Highest occupied orbital energy (spin up / spin down): -1.426 / -3.447 eV
Lowest unoccupied orbital energy (spin up / spin down): 0.1893 / 0.1120 Eh
Strongest force on any atom: 4.7 eV Å⁻¹
Gap between HOMO and LUMO (spin up / spin down): 6.6 / 6.5 eV
Charge: -1

```
9
Properties=species:S:1:pos:R:3:lowdin_spin:R:1
O 2.30777 -0.18585 -0.07850 0.32
O 0.07720 -1.98471 0.05813 0.05
N 0.23836 0.54514 -0.13437 0.29
N -0.77704 1.23806 -0.34591 0.45
N -1.99301 1.06245 0.08901 0.45
N 1.42273 0.70473 0.19402 0.41
H 0.18681 -1.47655 0.86624 0.01
H -2.49352 1.74003 -0.35150 0.03
H 1.03068 -1.64331 -0.29713 0.01
```

5.
ORCA calculation (ωB97M-V/def2-TZVPD) on a molecular structure, C10H18BaFO8 in a non-equilibrium geometry.

Summary:
Multiplicity: 1
Energy: -1118.8566 Eh
Highest occupied orbital energy: -2.705 eV
Lowest unoccupied orbital energy: -0.0236 Eh
Strongest force on any atom: 5.8 eV Å⁻¹
Gap between HOMO and LUMO: 2.1 eV
Charge: -1

```
38
Properties=species:S:1:pos:R:3:mulliken_charge:R:1
Ba 7.60847 -18.65425 0.01556 1.51
F 11.01447 -19.45773 -2.45561 -0.93
O 3.13300 -20.12862 1.91137 -0.71
O 9.55851 -21.21447 3.25109 -0.49
O -0.47741 -20.50471 4.77063 -0.73
O 5.83578 -19.51097 -3.92539 -0.50
O 4.41514 -18.52104 3.75906 -0.73
O 10.62989 -16.22100 2.83933 -0.51
O 0.57611 -18.11510 6.17935 -0.74
O 5.24179 -14.67309 -0.12164 -0.48
C 3.23389 -18.78130 3.93950 0.48
C 10.87168 -21.14123 3.76512 -0.55
C 10.63887 -15.92890 4.23339 -0.50
C 1.21960 -18.73232 5.22730 0.44
C 6.23715 -19.42188 -5.26736 -0.45
C 4.91840 -13.88155 0.97027 -0.55
C 1.28556 -20.39087 3.35004 -0.53
C 0.59349 -19.86892 4.41952 0.34
C 2.58324 -19.86268 2.96777 0.42
C 2.45396 -18.20818 4.99205 -0.60
H 9.06448 -21.94552 3.62936 0.30
H 5.26520 -20.26667 -3.76743 0.30
H 5.18260 -12.84677 0.75230 0.26
H 4.99596 -14.21032 -0.92602 0.30
H 9.60416 -15.87178 4.57134 0.22
H 11.29315 -22.14645 3.76649 0.27
H 11.02070 -14.91199 4.32395 0.26
H 11.57639 -20.55153 3.17882 0.23
H 11.50151 -16.31152 2.44731 0.30
H 10.90948 -20.80327 4.80071 0.25
H 5.33382 -19.22771 -5.84562 0.23
H 5.46351 -14.14426 1.87688 0.22
H 11.18138 -16.64615 4.84929 0.24
H 2.80880 -17.31427 5.48339 0.38
H 3.85687 -13.85584 1.21645 0.26
H 0.73792 -21.13884 2.79594 0.39
H 6.72182 -20.35414 -5.55733 0.24
H 6.90159 -18.55783 -5.27419 0.19
```

6.
ORCA calculation (ωB97M-V/def2-TZVPD) on a molecular structure, C26H43AsN3O2PtSSi3.

Summary:
Multiplicity: 3
Energy: -4952.9218 Eh
Expectation value of S²: 2.01
Highest occupied orbital energy (spin up / spin down): -8.536 / -9.751 eV
Lowest unoccupied orbital energy (spin up / spin down): -0.1063 / -0.1193 Eh
Strongest force on any atom: 0.6 eV Å⁻¹
Gap between HOMO and LUMO (spin up / spin down): 5.6 / 6.5 eV
Charge: +1

```
80
Properties=species:S:1:pos:R:3:lowdin_spin:R:1
Pt 0.44934 1.03114 -0.08662 0.59
As -0.30368 -0.95995 -1.37588 0.57
S 1.36365 2.09522 -1.92976 0.05
Si -1.44411 -2.97415 -2.21254 0.12
Si -2.34384 0.43379 -0.78371 0.06
Si 1.81920 -1.94132 -0.62844 0.05
O -0.81778 -2.15661 6.07434 0.00
O 2.01332 5.54917 5.28205 0.00
N 0.47458 0.15456 -3.58874 0.18
N 0.00405 0.36361 1.92712 0.03
N 1.08236 2.73984 1.27655 0.09
C -0.85443 -0.74645 5.97525 0.00
C 2.21613 4.76974 1.77803 0.00
C -2.17087 -4.06218 -0.88187 0.04
C 1.03409 1.59447 -5.87397 0.00
C -0.52946 -0.37300 4.55721 0.00
C 0.98890 1.37423 -3.48432 0.02
C 1.28568 2.12964 -4.63235 0.01
C 2.22302 4.45953 3.12385 0.00
C 1.61885 3.27093 3.52521 0.00
C -2.77864 -2.50965 -3.43323 0.01
C 1.04942 2.44208 2.58033 0.01
C 2.73206 -2.12752 -2.23262 0.01
C 1.64244 3.87901 0.88325 0.01
C 0.36166 1.16546 2.93797 0.00
C -2.74467 1.05156 -2.48436 0.01
C -3.54656 -0.81707 -0.09094 0.03
C 2.90424 -0.97076 0.53622 0.00
C -2.47221 1.88940 0.38681 0.00
C -0.14461 -3.92214 -3.16442 0.01
C 2.85728 5.35662 4.15976 0.00
C 1.41848 -3.54516 0.23718 0.02
C 0.48649 0.31365 -5.97159 0.01
C 0.10000 0.82358 4.25563 0.00
C 0.22648 -0.35843 -4.80151 0.01
C -0.87438 -1.20604 3.50405 0.00
C -0.59356 -0.79789 2.21864 0.02
H -2.44055 -1.82413 -4.21362 0.00
H -0.84818 -1.41912 1.36895 0.02
H -1.42971 -4.39544 -0.15646 0.00
H 3.71790 -2.55701 -2.02441 0.00
H -3.48780 2.28242 0.23786 0.00
H -1.34467 -2.16354 3.68486 0.00
H 0.38462 1.49262 5.05623 0.00
H 1.25711 2.16621 -6.76612 0.00
H -1.85322 -0.36193 6.21195 0.00
H -3.72690 1.53606 -2.44962 0.00
H -1.76439 2.68719 0.17743 0.00
H 0.66495 -3.41500 1.01602 0.00
H -2.76801 0.27466 -3.24782 0.00
H 0.47801 -3.28507 -3.79469 0.00
H -3.07695 -3.44201 -3.92592 0.00
H 2.33521 -3.89318 0.72699 0.00
H -3.93944 -1.50017 -0.83971 0.00
H -2.99233 -3.58280 -0.34870 0.00
H 3.75632 4.87530 4.54466 0.00
H 1.30533 6.15746 5.04606 0.00
H 1.60610 3.02218 4.57692 0.00
H -3.12477 -1.40830 0.72326 0.00
H 3.85547 -1.51751 0.56360 0.00
H -1.01720 -2.41671 6.97820 0.00
H 1.70382 3.12043 -4.51757 0.00
H 1.08354 -4.32961 -0.44043 0.00
H -0.19997 -1.35767 -4.82263 0.00
H 2.65901 5.68776 1.41145 0.00
H -4.38687 -0.24809 0.32219 0.00
H -2.57431 -4.95523 -1.37479 0.01
H -3.66792 -2.08797 -2.96971 0.00
H 3.16184 6.30123 3.70403 0.00
H 0.51022 -4.49813 -2.51105 0.00
H 2.22885 -2.75951 -2.96573 0.00
H -0.66170 -4.63071 -3.81978 0.00
H 3.10558 0.04144 0.19254 0.00
H 2.51104 -0.93565 1.55426 0.00
H -2.00473 1.80085 -2.77769 0.00
H -0.14353 -0.26729 6.65312 0.00
H 1.62736 4.07215 -0.18250 0.00
H 2.87972 -1.13657 -2.67183 0.00
H -2.38246 1.59558 1.43459 0.00
H 0.27066 -0.14408 -6.92700 0.00
```

Q: The lowest energy belongs to which entry?
A: C40H57BBrClF10N6O23PS